The following is a DFT calculation (wB97M-V/def2-TZVPD) of a structure of composition C24H35OSn.

```
61
Properties=species:S:1:pos:R:3:forces:R:3
C 1.362477 -2.437127 0.250319 -0.7191 1.7775 0.1761
C 2.277602 -1.686569 -0.556823 -1.0544 0.8098 -1.2746
C 1.749105 -1.620890 -1.881843 -0.0565 -0.7143 1.3573
C 0.505583 -2.321805 -1.901443 0.5953 0.0205 1.2928
C 0.257693 -2.825020 -0.586790 -0.4110 1.2143 -1.3162
Sn -0.051943 0.059151 0.108908 0.6318 -1.9493 -0.3640
C -2.598622 1.783758 -0.259776 -0.4919 -0.1485 1.3176
C -2.295384 1.473228 1.044842 -0.4402 0.7016 -1.1357
H -2.311274 2.244720 1.820607 0.3793 0.0096 -0.4735
C -1.885574 0.130711 1.427383 0.3319 -0.9093 -0.3123
H -2.503061 -0.689152 1.050350 0.1726 0.0939 0.2919
H -1.527207 -0.055862 2.440505 -0.3303 0.1050 -0.1085
C -2.775169 3.195284 -0.716963 -0.2552 0.3516 0.0708
H -2.281353 3.915269 -0.049678 -0.2263 -0.2273 -0.1148
H -2.354188 3.332014 -1.721185 -0.0658 -0.0641 0.1617
H -3.845202 3.446332 -0.774632 0.2321 0.0172 -0.0437
C -2.957519 0.722711 -1.266402 0.3272 -0.0021 -0.4211
H -2.594574 -0.287214 -1.029787 -0.0863 0.1625 0.0135
H -4.053115 0.644667 -1.367872 0.3066 0.0738 0.1532
H -2.561874 0.983448 -2.257546 -0.2289 -0.0311 0.2352
C 3.546892 -1.086820 -0.095313 0.7564 0.0542 0.1565
H 3.465334 -0.684672 0.922896 0.0693 -0.1186 -0.1621
H 4.353135 -1.837377 -0.096982 -0.0674 0.2478 0.0641
H 3.864393 -0.266187 -0.751532 -0.0519 -0.1809 0.1337
C 2.406169 -0.907871 -3.000948 0.3770 0.2942 -0.4413
H 2.595718 0.149005 -2.749114 -0.0035 -0.2468 -0.1015
H 3.381400 -1.363761 -3.239237 -0.2983 0.1717 -0.0351
H 1.794244 -0.918151 -3.909146 0.1394 -0.0371 0.1209
C -0.363797 -2.544688 -3.077012 -0.3408 -0.1679 -0.5680
H -0.369443 -1.682561 -3.757909 0.0054 -0.2008 0.0852
H -0.021779 -3.416773 -3.657196 -0.1776 0.2384 0.0690
H -1.401002 -2.737029 -2.775125 0.1712 0.0056 -0.1237
C -0.909630 -3.630711 -0.161845 -0.3996 -0.5498 0.1517
H -1.839155 -3.307920 -0.652652 0.2358 -0.1090 0.0809
H -0.761710 -4.693400 -0.415698 -0.1474 0.2241 0.1180
H -1.073054 -3.573008 0.922756 0.0099 -0.0509 -0.2548
C 1.545725 -2.769403 1.680600 0.1810 -0.3496 0.5554
H 0.634081 -3.186720 2.123903 0.2213 0.0491 -0.0953
H 2.346905 -3.516709 1.799893 -0.1843 0.1682 0.0695
H 1.829122 -1.888159 2.276416 0.0623 -0.2449 -0.1669
C 0.146462 1.713749 -1.366191 -0.8783 -1.0068 0.0532
C 0.474682 2.943286 -0.850399 1.1865 0.5281 0.4766
C -0.064461 1.567421 -2.735999 0.3104 0.0404 -0.3587
C 0.967505 3.951470 -1.700680 -0.4758 -0.2245 0.0706
H 0.415841 3.078306 0.239761 0.3831 0.2084 -0.5232
C 0.287601 2.614542 -3.598477 -0.1626 -0.2019 0.3867
H -0.521620 0.661824 -3.141795 0.4437 0.1621 0.0677
C 0.861533 3.783933 -3.084039 0.0185 -0.1718 0.1224
H 1.422081 4.844169 -1.269301 -0.3384 -0.1195 -0.1875
H 0.122744 2.485782 -4.667090 0.0917 0.1344 0.2241
H 1.206125 4.562205 -3.767167 -0.0795 -0.2228 0.2602
C 2.792486 1.951719 3.107215 0.3245 0.2110 0.4098
C 1.435135 1.672293 2.579230 0.1931 -1.4396 -1.6520
C 0.262142 2.293747 3.231355 -0.4149 0.4146 0.6941
O 1.344370 0.884139 1.594659 0.1452 1.5706 1.5418
H 2.720633 2.570896 4.006016 0.2345 -0.1426 -0.2065
H 3.396464 2.479221 2.350915 -0.2177 -0.2591 0.1464
H 3.302388 1.006296 3.352638 -0.1500 0.2807 -0.1961
H -0.197468 3.075348 2.601137 0.2238 -0.3613 0.0709
H -0.512670 1.552473 3.480342 0.2827 0.2026 -0.2566
H 0.593878 2.769743 4.163841 -0.2898 -0.0915 -0.3059
```
Forces are in eV/Å.

Output
energy above the lowest of the compared OMol25 structures with the same formula, charge and spin = 0.0 kcal per mole
frontier orbital gap (spin up / spin down) = 5.72 / 5.17 eV
molecular weight = 458.25 g/mol
largest force on an atom = 0.0429 hartree/bohr
E = -33325.687 eV
charge = +1

---

The following is a DFT calculation (wB97M-V/def2-TZVPD) of a cluster of 3 separate species, C18H32IO4P in total.

```
56
Properties=species:S:1:pos:R:3:forces:R:3
O -6.187401 -2.579251 0.437435 1.1141 0.1486 0.3664
C -5.044145 -2.942710 0.452347 -2.1709 -1.0348 -1.1878
I -3.584140 -1.520369 1.169639 0.2110 -0.3038 -0.1079
C -4.734784 -4.382895 -0.078935 -0.1466 0.2466 0.2564
P -3.194984 -5.234000 0.657568 0.3391 -0.7696 0.0691
C -1.668286 -6.185652 1.301145 0.3666 0.0919 -0.0818
C -0.360939 -6.034672 0.450058 0.6376 -0.2145 0.5614
O 0.673355 -6.450109 0.943455 -0.6860 0.2967 -0.5707
C -0.255613 -5.451400 -0.985561 0.1359 -0.0893 -2.8443
C 0.188029 -6.375395 -2.056250 -0.2675 2.5218 -0.8425
C 0.344462 -5.849726 -3.421442 -0.4986 1.0067 0.8078
C 0.049176 -4.462382 -3.789868 -0.3954 -0.1855 2.5274
C -0.396081 -3.546768 -2.740958 0.6005 -2.4548 0.5317
C -0.510362 -4.073348 -1.387677 -0.1137 -0.3329 -0.1349
H -4.711541 -4.416962 -1.208159 0.1993 0.4573 1.1165
H -5.625652 -5.018398 0.210791 0.8043 0.8067 -0.2182
H -3.397724 -6.299704 -0.302938 -0.0323 0.3518 0.1566
H -2.359306 -4.097537 0.454123 -0.5112 -0.0884 0.0159
H -3.815641 -5.365683 1.954898 0.1242 0.1596 -0.5317
H -1.423995 -5.848989 2.348961 -0.0613 -0.3439 -0.9811
H -1.927755 -7.279096 1.343786 0.3677 0.8525 -0.0300
H 0.440799 -7.443881 -1.871776 -0.3053 1.0715 0.0301
H 0.705441 -6.509755 -4.252028 -0.4105 0.5130 1.0820
H 0.160379 -4.058608 -4.819849 -0.0259 -0.6940 0.8486
H -0.653311 -2.471953 -2.918764 0.3777 -1.2313 0.0700
H -0.832562 -3.353461 -0.589039 0.4114 -0.7233 -0.8929
C 1.048277 2.974772 1.797538 0.0055 -0.0357 -0.1166
C 0.497465 1.748473 2.505186 0.1048 0.1166 -0.0384
O -0.144534 0.828818 1.634259 -0.2824 -0.1260 0.0046
C 0.655378 0.276045 0.600494 0.1082 0.0147 0.0208
C 1.858281 -0.499498 1.109367 0.0387 0.0004 0.1188
H 0.250951 3.497536 1.263219 0.0436 -0.0015 0.0771
H 1.496148 3.661189 2.518688 -0.0497 -0.0119 -0.0491
H 1.814637 2.714179 1.066041 0.0608 0.0335 0.0687
H -0.257304 2.067187 3.226686 -0.0959 -0.1639 -0.1041
H 1.280165 1.242582 3.080082 0.0645 0.0164 -0.0331
H 0.961143 1.060122 -0.100639 0.0810 0.0033 0.0179
H 0.008078 -0.403049 0.039667 -0.1253 0.0978 0.1358
H 2.545005 0.134097 1.673018 0.0300 0.0112 -0.0906
H 2.411352 -0.932359 0.273463 -0.0426 0.0037 0.0210
H 1.538834 -1.306839 1.772596 -0.0017 0.0123 -0.0645
C 1.219242 6.720904 -1.739963 0.1284 -0.0221 -0.0486
C 0.942352 6.831556 -0.249977 0.0176 0.0414 -0.1086
O 2.021501 6.398351 0.562790 -0.0188 -0.1932 0.1659
C 3.247388 7.095980 0.406977 0.0029 0.0932 -0.0420
C 3.146421 8.580430 0.713521 -0.1181 0.0658 0.0105
H 1.466171 5.690011 -2.006499 -0.0617 0.0518 0.0248
H 0.343369 7.032166 -2.313181 0.0249 -0.0355 0.0468
H 2.058086 7.347511 -2.046866 -0.0649 0.0611 -0.0156
H 0.093330 6.191926 -0.000929 0.1419 -0.0483 0.1451
H 0.650156 7.851720 0.020004 0.0227 0.0449 -0.0633
H 3.652422 6.928683 -0.596937 -0.0100 0.0791 -0.0309
H 3.953121 6.638060 1.103585 -0.1793 -0.1145 -0.0029
H 2.456800 9.091643 0.039755 0.0853 0.0088 -0.0467
H 4.124617 9.055027 0.614846 -0.0269 -0.0369 0.0127
H 2.783730 8.735481 1.732248 0.0525 -0.0252 -0.0319
```
Forces are in eV/Å.

Output
frontier orbital gap = 9.02 eV
SMILES string = O=C(I)C[PH3]CC(=O)c1ccccc1.CCOCC.CCOCC
molecular weight = 470.33 g/mol
largest force on an atom = 0.0554 hartree/bohr
E = -44759.288 eV

---

The following is a DFT calculation (wB97M-V/def2-TZVPD) of a structure of composition C12H21AlBr2ErF3.

```
40
Properties=species:S:1:pos:R:3:forces:R:3
C 0.085067 -0.385264 4.005762 -0.1501 0.3572 -0.4983
C -0.385291 0.295624 2.965604 0.0217 -0.2275 0.4292
C -1.167723 -0.270671 1.832425 -0.0167 -0.1941 -0.4450
Al -0.174246 0.093185 0.086922 0.6977 -0.5501 0.3035
C -0.740666 -1.456996 -1.080836 0.0999 0.5358 0.5013
C -0.080437 -2.797664 -0.775618 -0.5382 -0.2127 -1.1721
C 1.406810 -2.923870 -0.498773 -0.2083 0.0716 -0.1421
F 2.110789 -2.126535 -1.305912 0.1783 0.2623 -0.0149
Br 1.660174 -2.424905 1.371586 0.0916 0.0678 0.3273
C 1.897188 -4.377023 -0.671805 -0.1688 0.1024 -0.1683
F 1.144928 -5.156342 0.137011 -0.2798 -0.1643 0.1369
F 3.149803 -4.470070 -0.297582 0.6413 -0.0486 0.2800
Br 1.727082 -4.976129 -2.480432 -0.0541 -0.0461 -0.1944
C -0.992609 1.955193 -0.664474 -0.7044 1.6754 -0.6423
C -2.448898 1.758791 -1.000605 0.1577 -0.1145 -0.0585
C -0.065521 2.403038 -1.762752 0.4657 -0.2958 0.1472
C 0.709692 3.680811 -1.395200 -0.1642 -0.0725 0.1252
C 1.658887 3.535773 -0.216465 -0.0264 -0.1727 0.0335
H 0.649787 0.114033 4.776356 0.1090 -0.1281 0.1092
H -0.096835 -1.449887 4.090869 0.0304 -0.1012 0.1984
H -0.179108 1.358309 2.885988 -0.0508 0.0560 0.0633
H -2.190170 0.121375 1.814086 -0.2223 -0.1110 0.0679
H -1.196581 -1.385841 1.975142 0.6402 1.4346 0.9217
H 1.363834 0.341378 0.269123 -0.1173 0.2935 -0.1212
H -1.821667 -1.554296 -0.815506 -0.1860 -0.0667 -0.3906
H -0.742337 -1.276025 -2.152175 -0.0407 0.0173 -0.0886
H -0.500305 -3.145351 0.146425 1.1202 -1.0891 -0.2040
H -0.348812 -3.517035 -1.553516 0.0488 -0.1694 0.0451
H -0.881519 2.611323 0.203576 0.2556 -0.6130 0.5240
H -2.921340 0.899287 -0.520608 -0.0871 -0.0568 0.0424
H -2.606447 1.708608 -2.074365 -0.0282 -0.2452 -0.0510
H -2.986348 2.635132 -0.628187 -0.0820 0.0167 0.0575
H 0.688835 1.641040 -2.006210 -0.0265 -0.0758 -0.1486
H -0.652617 2.561306 -2.667648 -0.0280 -0.1577 -0.1197
H -0.024739 4.463760 -1.200961 0.0373 0.1231 -0.0464
H 1.280121 3.962739 -2.278488 -0.0669 0.1544 -0.0782
H 1.990447 4.510833 0.129670 0.1001 0.0324 -0.0322
H 2.529820 2.939721 -0.484658 0.0740 0.0214 -0.0148
H 1.194632 3.035524 0.635800 -0.0535 0.0509 0.0731
Er -2.043682 -2.932877 1.206431 -1.4694 -0.3602 0.2448
```
Forces are in eV/Å.

Output
expectation value of S² = 3.76
frontier orbital gap (spin up / spin down) = 6.39 / 6.50 eV
molecular weight = 576.34 g/mol
largest force on an atom = 0.0375 hartree/bohr
E = -195217.643 eV
charge = +2
2S+1 = 4